The following is a quantum chemistry calculation of a 2-piece molecular cluster, C4H13N2 overall, from the OMol25 dataset.

For the relative energy (zero: lowest compared OMol25 entry of this formula, charge and spin), the calculation gives 206.7 kJ/mol. As for the orbital gap: 7.42 eV. The calculation puts the LUMO energy at -5.15 eV. The highest occupied orbital energy comes out at -12.6 eV.

ORCA input file:
```
! wB97M-V def2-TZVPD RIJCOSX def2/J DEFGRID3
* xyz 1 1
C -2.534 0.091 1.291
C -0.939 1.870 0.854
N -1.393 0.717 0.583
H -2.169 -0.873 1.640
H -3.369 -0.057 0.613
H -2.795 0.746 2.115
H -1.414 2.425 1.652
H -0.043 2.212 0.360
H -0.945 0.132 -0.119
C 1.296 0.392 -1.243
C 1.241 -1.001 -0.605
N 2.496 -1.713 -0.762
H 1.828 0.290 -2.186
H 0.305 0.777 -1.504
H 1.809 1.098 -0.592
H 1.034 -0.945 0.471
H 0.390 -1.557 -1.035
H 2.696 -2.289 0.034
H 2.506 -2.314 -1.569
*
```

The following is a quantum chemistry calculation of an isolated ion of composition C4H13N2 and charge +1, from the OMol25 dataset.

For the relative energy (zero: lowest compared OMol25 entry of this formula, charge and spin), the calculation gives 210.8 kJ/mol. As for the orbital gap: 11.27 eV. The SMILES is C[C@@H]([NH3+])CCN. The calculation puts the LUMO energy at -3.07 eV. The highest occupied orbital energy comes out at -14.3 eV.

ORCA input file:
```
! wB97M-V def2-TZVPD RIJCOSX def2/J DEFGRID3
* xyz 1 1
C 0.515 0.640 -2.019
C 0.310 0.886 -0.554
C 1.009 0.161 0.580
C 0.527 -1.293 0.929
N -0.884 -1.168 1.609
N -1.271 0.658 -0.249
H 0.883 1.615 -2.446
H 1.266 -0.118 -2.164
H -0.393 0.356 -2.515
H 0.519 1.992 -0.508
H 0.707 0.684 1.469
H 2.100 0.349 0.513
H 0.510 -1.934 -0.122
H 1.169 -1.753 1.671
H -1.308 -2.130 1.649
H -0.676 -0.604 2.533
H -1.952 1.461 -0.301
H -1.796 -0.016 -0.872
H -1.233 0.214 0.795
*
```

The following is a quantum chemistry calculation of an isolated ion of composition C4H13N2O and charge +1, from the OMol25 dataset.

For the relative energy (zero: lowest compared OMol25 entry of this formula, charge and spin), the calculation gives 147.1 kJ/mol. As for the orbital gap: 11.12 eV. The SMILES is C[C@H](O)[C@@H]([NH3+])CN. The calculation puts the LUMO energy at -3.16 eV. The highest occupied orbital energy comes out at -14.3 eV.

ORCA input file:
```
! wB97M-V def2-TZVPD RIJCOSX def2/J DEFGRID3
* xyz 1 1
N -0.848 -0.871 0.765
C 0.274 0.091 0.539
C -0.209 1.184 -0.433
C -1.287 2.098 0.126
O -0.675 0.483 -1.582
C 1.454 -0.716 -0.107
N 1.501 -2.034 0.551
H -0.830 -1.383 1.646
H -1.744 -0.407 0.610
H -0.719 -1.602 0.060
H 0.697 0.517 1.407
H 0.692 1.739 -0.695
H -2.279 1.662 -0.030
H -1.170 2.183 1.200
H -1.207 3.091 -0.286
H -1.485 0.861 -1.944
H 2.377 -0.157 0.014
H 1.126 -0.888 -1.115
H 2.207 -2.065 1.274
H 1.868 -2.692 -0.136
*
```